The following is a DFT calculation (ωB97M-V/def2-TZVPD) of C21H31Cl5P2Re as an isolated structure in a non-equilibrium geometry.

Gap between HOMO and LUMO (alpha / beta), eV: 4.270 / 6.005
Energy relative to the best compared isomer or geometry (same formula, charge and spin), kcal/mol: 193.3
HOMO level (alpha / beta), eV: -11.5 / -13.2
Spin multiplicity: 4
Total charge: +2
E_LUMO (alpha / beta), eV: -7.3 / -7.2

Atoms and positions in Å:
P  1.060  1.215  1.866
P  -2.327  -0.412  -1.147
C  0.577  1.183  -0.104
C  -0.822  0.825  -0.760
H  1.503  0.506  -0.505
H  0.925  2.151  -0.561
H  -1.499  1.515  -0.248
H  -0.707  1.100  -1.822
C  -2.109  -2.110  -1.662
H  -3.090  -2.608  -1.629
H  -1.474  -2.620  -0.926
H  -1.660  -2.194  -2.656
C  -3.432  0.511  -2.217
H  -3.178  0.324  -3.278
H  -3.389  1.600  -2.061
H  -4.450  0.165  -2.031
C  2.586  0.610  2.713
H  2.683  1.127  3.689
H  3.515  0.774  2.157
H  2.546  -0.465  2.948
C  1.083  2.997  2.034
H  0.199  3.422  1.597
H  1.921  3.433  1.550
H  1.092  3.327  3.073
Re  0.574  -0.778  0.110
C  1.151  -0.405  -2.382
C  1.175  -1.607  -1.569
C  2.441  -2.490  -1.711
C  3.632  -1.828  -0.982
C  3.125  -0.821  0.016
C  3.129  0.554  -0.324
C  3.230  1.101  -1.726
C  2.388  0.311  -2.834
C  -0.271  0.534  2.688
H  0.290  -0.141  -2.942
H  0.245  -2.199  -1.451
H  2.744  -2.667  -2.765
H  2.207  -3.458  -1.260
H  4.161  -2.632  -0.461
H  4.337  -1.413  -1.736
H  2.999  -1.168  1.033
H  3.189  1.342  0.416
H  4.265  1.152  -2.108
H  2.858  2.143  -1.695
H  2.065  1.115  -3.512
H  3.106  -0.319  -3.394
H  -1.171  1.101  2.442
H  -0.040  0.479  3.757
H  -0.445  -0.546  2.316
Cl  -1.325  -2.484  1.491
C  -2.845  -1.482  1.445
C  -2.784  -0.348  0.612
C  -3.361  0.869  1.102
Cl  -2.832  2.506  0.809
C  -4.594  0.747  1.763
Cl  -5.573  2.155  1.910
C  -4.955  -0.518  2.258
Cl  -6.447  -0.637  3.073
C  -3.983  -1.610  2.269
Cl  -4.238  -2.934  3.323

=====

The following is a DFT calculation (ωB97M-V/def2-TZVPD) of a 2-piece molecular cluster, C21H31ClFN3OS overall in a non-equilibrium geometry.

Gap between HOMO and LUMO, eV: 2.853
Energy relative to the best compared isomer or geometry (same formula, charge and spin), kcal/mol: 0.8
HOMO level, eV: -9.7
Total charge: +2
E_LUMO, eV: -6.9

Atoms and positions in Å:
Cl  2.830  -12.642  11.910
C  2.550  -11.190  12.840
N  2.510  -9.989  11.926
C  3.838  -9.864  11.184
C  3.804  -8.674  10.226
N  2.450  -7.989  10.312
F  2.416  -6.927  9.431
C  2.231  -7.499  11.735
C  2.265  -8.689  12.697
C  1.352  -8.973  9.946
C  1.388  -10.161  10.905
H  1.607  -11.289  13.375
H  3.345  -11.080  13.574
H  4.635  -9.758  11.924
H  4.026  -10.804  10.659
H  4.570  -7.935  10.469
H  3.977  -8.972  9.190
H  3.003  -6.761  11.962
H  1.277  -6.968  11.768
H  1.326  -8.783  13.248
H  3.053  -8.575  13.444
H  0.399  -8.442  9.992
H  1.491  -9.276  8.907
H  1.548  -11.105  10.378
H  0.445  -10.265  11.447
C  1.828  -4.475  6.966
O  2.340  -3.651  7.975
C  2.538  -2.324  7.485
C  3.844  -2.031  6.875
C  3.973  -1.457  5.598
C  5.216  -1.183  5.074
C  6.361  -1.491  5.787
C  6.257  -2.090  7.030
C  5.019  -2.362  7.566
C  1.519  -1.402  7.641
N  1.528  -0.019  7.442
C  2.749  0.746  7.159
C  0.318  0.658  7.766
C  0.190  2.130  7.631
C  -0.632  -0.169  8.261
C  -1.970  0.197  8.781
S  -0.068  -1.844  8.239
H  1.699  -5.482  7.364
H  0.868  -4.081  6.631
H  2.521  -4.496  6.122
H  3.086  -1.246  5.028
H  5.301  -0.734  4.100
H  7.331  -1.275  5.371
H  7.151  -2.337  7.579
H  4.933  -2.819  8.535
H  2.709  1.725  7.632
H  3.621  0.229  7.552
H  2.870  0.885  6.086
H  -0.832  2.466  7.796
H  0.829  2.644  8.349
H  0.485  2.451  6.632
H  -2.174  1.265  8.713
H  -2.757  -0.324  8.234
H  -2.064  -0.086  9.830

=====

The following is a DFT calculation (ωB97M-V/def2-TZVPD) of C21H31F5NiOP2 as an isolated structure in a non-equilibrium geometry.

Gap between HOMO and LUMO (alpha / beta), eV: 5.857 / 4.432
HOMO level (alpha / beta), eV: -6.0 / -6.0
Spin multiplicity: 3
E_LUMO (alpha / beta), eV: -0.1 / -1.5

Atoms and positions in Å:
P  0.204  -2.099  0.234
P  -0.150  1.132  0.688
C  -0.078  -0.991  -1.206
C  0.210  0.498  -0.987
H  -1.112  -1.146  -1.543
H  0.561  -1.370  -2.006
H  1.257  0.739  -1.211
H  -0.390  1.092  -1.676
C  -1.807  1.841  0.721
H  -1.965  2.237  1.733
H  -2.539  1.051  0.528
H  -1.907  2.640  -0.022
C  1.000  2.450  1.103
H  0.976  3.252  0.356
H  2.011  2.035  1.178
H  0.707  2.834  2.090
C  -0.971  -3.457  0.194
H  -0.837  -4.068  1.095
H  -0.827  -4.073  -0.700
H  -1.986  -3.045  0.213
C  1.894  -2.735  0.150
H  2.591  -1.895  0.260
H  2.072  -3.262  -0.793
H  2.042  -3.415  0.999
Ni  -0.019  -0.664  1.667
C  0.491  1.283  -4.039
C  -0.841  1.350  -3.877
C  -1.836  0.681  -4.776
C  -1.444  -0.741  -5.268
C  -0.727  -1.591  -4.263
C  0.607  -1.692  -4.139
C  1.610  -0.870  -4.890
C  1.187  0.597  -5.175
C  0.057  -1.508  3.406
H  1.166  1.829  -3.369
H  -1.281  2.036  -3.144
H  -2.018  1.318  -5.659
H  -2.801  0.616  -4.248
H  -2.381  -1.267  -5.517
H  -0.865  -0.666  -6.200
H  -1.392  -2.226  -3.664
H  1.040  -2.506  -3.542
H  1.842  -1.367  -5.848
H  2.556  -0.857  -4.323
H  2.109  1.169  -5.376
H  0.583  0.638  -6.093
H  0.803  -0.899  3.955
H  0.346  -2.573  3.378
H  -0.941  -1.373  3.866
F  1.024  1.186  8.849
C  0.578  1.359  7.590
C  1.429  1.883  6.611
F  2.715  2.164  6.921
C  0.953  2.114  5.343
F  1.778  2.618  4.401
C  -0.428  1.898  4.987
O  -0.896  2.250  3.878
C  -1.223  1.241  6.001
F  -2.484  0.889  5.694
C  -0.734  1.006  7.264
F  -1.517  0.428  8.202

=====

The following is a DFT calculation (ωB97M-V/def2-TZVPD) of one molecule with the formula C21H31FN4O3.

Gap between HOMO and LUMO, eV: 8.889
Energy relative to the best compared isomer or geometry (same formula, charge and spin), kcal/mol: 4.8
HOMO level, eV: -8.4
SMILES: CC(C)(CNC(=O)C[C@@H]1C(=O)NCCN1Cc1cccc(F)c1)N1CCOCC1
E_LUMO, eV: 0.5

Atoms and positions in Å:
C  3.087  2.174  0.808
H  2.103  2.624  0.910
H  3.407  1.818  1.784
H  3.768  2.948  0.464
C  3.020  1.002  -0.178
N  4.223  0.173  -0.015
C  4.295  -1.038  -0.817
H  3.366  -1.599  -0.750
C  5.421  -1.919  -0.270
O  6.666  -1.264  -0.325
C  6.602  -0.054  0.391
H  7.580  0.419  0.282
C  5.498  0.860  -0.144
H  5.499  1.774  0.445
H  5.729  1.109  -1.195
H  6.409  -0.260  1.454
H  5.524  -2.826  -0.867
H  5.187  -2.188  0.771
H  4.509  -0.818  -1.878
C  2.828  1.540  -1.605
H  3.684  2.139  -1.904
H  1.941  2.167  -1.655
H  2.711  0.723  -2.313
C  1.802  0.127  0.211
N  0.596  0.893  0.399
C  -0.154  0.827  1.509
O  0.096  0.133  2.475
C  -1.407  1.694  1.417
H  -1.964  1.620  2.350
H  -1.102  2.735  1.288
C  -2.303  1.251  0.236
N  -3.661  1.005  0.692
C  -4.629  1.154  -0.372
H  -5.619  0.915  0.020
H  -4.422  0.500  -1.237
C  -4.597  2.609  -0.827
N  -3.269  2.904  -1.306
C  -2.162  2.298  -0.861
O  -1.057  2.569  -1.309
H  -3.143  3.625  -2.002
H  -5.314  2.777  -1.633
H  -4.852  3.259  0.019
C  -3.788  -0.249  1.436
C  -3.472  -1.482  0.626
C  -4.439  -2.084  -0.172
C  -4.122  -3.165  -0.978
C  -2.830  -3.659  -1.010
C  -1.879  -3.061  -0.204
C  -2.176  -1.989  0.617
H  -1.407  -1.576  1.251
F  -0.616  -3.534  -0.226
H  -2.558  -4.495  -1.635
H  -4.886  -3.625  -1.586
H  -5.453  -1.713  -0.153
H  -3.111  -0.198  2.291
H  -4.814  -0.292  1.809
H  -1.875  0.333  -0.211
H  0.280  1.488  -0.362
H  2.011  -0.383  1.154
H  1.613  -0.620  -0.567

=====

Copy entry 2 word for word.
The following is a DFT calculation (ωB97M-V/def2-TZVPD) of a 2-piece molecular cluster, C21H31ClFN3OS overall in a non-equilibrium geometry.

Gap between HOMO and LUMO, eV: 2.853
Energy relative to the best compared isomer or geometry (same formula, charge and spin), kcal/mol: 0.8
HOMO level, eV: -9.7
Total charge: +2
E_LUMO, eV: -6.9

Atoms and positions in Å:
Cl  2.830  -12.642  11.910
C  2.550  -11.190  12.840
N  2.510  -9.989  11.926
C  3.838  -9.864  11.184
C  3.804  -8.674  10.226
N  2.450  -7.989  10.312
F  2.416  -6.927  9.431
C  2.231  -7.499  11.735
C  2.265  -8.689  12.697
C  1.352  -8.973  9.946
C  1.388  -10.161  10.905
H  1.607  -11.289  13.375
H  3.345  -11.080  13.574
H  4.635  -9.758  11.924
H  4.026  -10.804  10.659
H  4.570  -7.935  10.469
H  3.977  -8.972  9.190
H  3.003  -6.761  11.962
H  1.277  -6.968  11.768
H  1.326  -8.783  13.248
H  3.053  -8.575  13.444
H  0.399  -8.442  9.992
H  1.491  -9.276  8.907
H  1.548  -11.105  10.378
H  0.445  -10.265  11.447
C  1.828  -4.475  6.966
O  2.340  -3.651  7.975
C  2.538  -2.324  7.485
C  3.844  -2.031  6.875
C  3.973  -1.457  5.598
C  5.216  -1.183  5.074
C  6.361  -1.491  5.787
C  6.257  -2.090  7.030
C  5.019  -2.362  7.566
C  1.519  -1.402  7.641
N  1.528  -0.019  7.442
C  2.749  0.746  7.159
C  0.318  0.658  7.766
C  0.190  2.130  7.631
C  -0.632  -0.169  8.261
C  -1.970  0.197  8.781
S  -0.068  -1.844  8.239
H  1.699  -5.482  7.364
H  0.868  -4.081  6.631
H  2.521  -4.496  6.122
H  3.086  -1.246  5.028
H  5.301  -0.734  4.100
H  7.331  -1.275  5.371
H  7.151  -2.337  7.579
H  4.933  -2.819  8.535
H  2.709  1.725  7.632
H  3.621  0.229  7.552
H  2.870  0.885  6.086
H  -0.832  2.466  7.796
H  0.829  2.644  8.349
H  0.485  2.451  6.632
H  -2.174  1.265  8.713
H  -2.757  -0.324  8.234
H  -2.064  -0.086  9.830

=====

Please write out number 4 again, unchanged.
The following is a DFT calculation (ωB97M-V/def2-TZVPD) of one molecule with the formula C21H31FN4O3.

Gap between HOMO and LUMO, eV: 8.889
Energy relative to the best compared isomer or geometry (same formula, charge and spin), kcal/mol: 4.8
HOMO level, eV: -8.4
SMILES: CC(C)(CNC(=O)C[C@@H]1C(=O)NCCN1Cc1cccc(F)c1)N1CCOCC1
E_LUMO, eV: 0.5

Atoms and positions in Å:
C  3.087  2.174  0.808
H  2.103  2.624  0.910
H  3.407  1.818  1.784
H  3.768  2.948  0.464
C  3.020  1.002  -0.178
N  4.223  0.173  -0.015
C  4.295  -1.038  -0.817
H  3.366  -1.599  -0.750
C  5.421  -1.919  -0.270
O  6.666  -1.264  -0.325
C  6.602  -0.054  0.391
H  7.580  0.419  0.282
C  5.498  0.860  -0.144
H  5.499  1.774  0.445
H  5.729  1.109  -1.195
H  6.409  -0.260  1.454
H  5.524  -2.826  -0.867
H  5.187  -2.188  0.771
H  4.509  -0.818  -1.878
C  2.828  1.540  -1.605
H  3.684  2.139  -1.904
H  1.941  2.167  -1.655
H  2.711  0.723  -2.313
C  1.802  0.127  0.211
N  0.596  0.893  0.399
C  -0.154  0.827  1.509
O  0.096  0.133  2.475
C  -1.407  1.694  1.417
H  -1.964  1.620  2.350
H  -1.102  2.735  1.288
C  -2.303  1.251  0.236
N  -3.661  1.005  0.692
C  -4.629  1.154  -0.372
H  -5.619  0.915  0.020
H  -4.422  0.500  -1.237
C  -4.597  2.609  -0.827
N  -3.269  2.904  -1.306
C  -2.162  2.298  -0.861
O  -1.057  2.569  -1.309
H  -3.143  3.625  -2.002
H  -5.314  2.777  -1.633
H  -4.852  3.259  0.019
C  -3.788  -0.249  1.436
C  -3.472  -1.482  0.626
C  -4.439  -2.084  -0.172
C  -4.122  -3.165  -0.978
C  -2.830  -3.659  -1.010
C  -1.879  -3.061  -0.204
C  -2.176  -1.989  0.617
H  -1.407  -1.576  1.251
F  -0.616  -3.534  -0.226
H  -2.558  -4.495  -1.635
H  -4.886  -3.625  -1.586
H  -5.453  -1.713  -0.153
H  -3.111  -0.198  2.291
H  -4.814  -0.292  1.809
H  -1.875  0.333  -0.211
H  0.280  1.488  -0.362
H  2.011  -0.383  1.154
H  1.613  -0.620  -0.567

=====

Please write out number 4 again, unchanged.
The following is a DFT calculation (ωB97M-V/def2-TZVPD) of one molecule with the formula C21H31FN4O3.

Gap between HOMO and LUMO, eV: 8.889
Energy relative to the best compared isomer or geometry (same formula, charge and spin), kcal/mol: 4.8
HOMO level, eV: -8.4
SMILES: CC(C)(CNC(=O)C[C@@H]1C(=O)NCCN1Cc1cccc(F)c1)N1CCOCC1
E_LUMO, eV: 0.5

Atoms and positions in Å:
C  3.087  2.174  0.808
H  2.103  2.624  0.910
H  3.407  1.818  1.784
H  3.768  2.948  0.464
C  3.020  1.002  -0.178
N  4.223  0.173  -0.015
C  4.295  -1.038  -0.817
H  3.366  -1.599  -0.750
C  5.421  -1.919  -0.270
O  6.666  -1.264  -0.325
C  6.602  -0.054  0.391
H  7.580  0.419  0.282
C  5.498  0.860  -0.144
H  5.499  1.774  0.445
H  5.729  1.109  -1.195
H  6.409  -0.260  1.454
H  5.524  -2.826  -0.867
H  5.187  -2.188  0.771
H  4.509  -0.818  -1.878
C  2.828  1.540  -1.605
H  3.684  2.139  -1.904
H  1.941  2.167  -1.655
H  2.711  0.723  -2.313
C  1.802  0.127  0.211
N  0.596  0.893  0.399
C  -0.154  0.827  1.509
O  0.096  0.133  2.475
C  -1.407  1.694  1.417
H  -1.964  1.620  2.350
H  -1.102  2.735  1.288
C  -2.303  1.251  0.236
N  -3.661  1.005  0.692
C  -4.629  1.154  -0.372
H  -5.619  0.915  0.020
H  -4.422  0.500  -1.237
C  -4.597  2.609  -0.827
N  -3.269  2.904  -1.306
C  -2.162  2.298  -0.861
O  -1.057  2.569  -1.309
H  -3.143  3.625  -2.002
H  -5.314  2.777  -1.633
H  -4.852  3.259  0.019
C  -3.788  -0.249  1.436
C  -3.472  -1.482  0.626
C  -4.439  -2.084  -0.172
C  -4.122  -3.165  -0.978
C  -2.830  -3.659  -1.010
C  -1.879  -3.061  -0.204
C  -2.176  -1.989  0.617
H  -1.407  -1.576  1.251
F  -0.616  -3.534  -0.226
H  -2.558  -4.495  -1.635
H  -4.886  -3.625  -1.586
H  -5.453  -1.713  -0.153
H  -3.111  -0.198  2.291
H  -4.814  -0.292  1.809
H  -1.875  0.333  -0.211
H  0.280  1.488  -0.362
H  2.011  -0.383  1.154
H  1.613  -0.620  -0.567